Here is C3H4N4O in the gas phase from the Open Molecules 2025 dataset. Energies are from ωB97M-V/def2-TZVPD.

```
! wB97M-V def2-TZVPD RIJCOSX def2/J DEFGRID3
* xyz 0 1
O 1.454 -0.252 -2.777
N -0.212 0.202 0.287
N -0.147 0.037 2.463
N 0.240 0.334 -0.937
N -1.479 -0.209 2.003
C -1.504 0.006 0.710
C 0.793 -0.599 -1.778
C 0.532 0.272 1.392
H 0.326 1.235 -1.328
H 1.701 0.354 1.113
H 0.707 -1.552 -1.204
H -2.409 0.173 0.057
*
```

relative energy (zero: lowest compared OMol25 entry of this formula, charge and spin) = 66.7 kcal per mole
SMILES = O=CNn1cnnc1
highest occupied orbital energy = -10.5 eV
Kohn-Sham gap = 0.4093 Eh